# 1
DFT (the ωB97M-V functional and the def2-TZVPD basis) results for C2H2FMgO2Rb as an isolated structure.

The charge is +1. As for the frontier orbital gap (spin up / spin down): 0.2740 / 0.2264 Ha. The spin multiplicity is 2.

Geometry (Å):
H -1.467 0.604 -1.207
O -1.284 -1.080 0.083
C -1.141 0.161 -0.209
C 0.305 0.658 -0.226
O 1.206 -0.089 0.170
Rb 0.318 -3.248 0.926
Mg 3.260 0.295 0.417
F -1.747 1.076 0.752
H 0.549 1.622 -0.706

Atoms 1-3, force components in eV/Å:
-0.5 -0.7 0.5
0.4 0.4 -0.3
-0.1 0.0 -0.3

natural (NBO) atomic charge list, values in e, 6 entries: number 1, H, carries 0.105; number 2, O, carries -0.869; number 3, C, carries 0.393; number 4, C, carries 0.480; number 5, O, carries -0.811; number 6, Rb, carries 0.992

# 2
DFT (the ωB97M-V functional and the def2-TZVPD basis) results for an isolated ion of composition CH4N4 and charge +2.

The charge is +2. Its relative energy (zero: lowest compared OMol25 entry of this formula, charge and spin) is 0.0 kJ/mol. As for the frontier orbital gap: 0.3964 Ha. The structure (SMILES) is N#[N+]C(N)=[NH2+].

Geometry (Å):
C -0.015 -0.020 0.017
N 2.623 0.082 -0.110
N 1.538 0.054 -0.098
N -0.517 -1.203 -0.010
N -0.536 1.159 0.066
H 0.010 -2.076 -0.086
H -1.539 -1.332 0.031
H -0.011 2.034 0.114
H -1.553 1.302 0.076

Atoms 1-3, force components in eV/Å:
0.9 0.6 -0.4
0.9 0.1 -0.1
-2.2 -0.5 0.4

natural (NBO) atomic charge list, values in e, 6 entries: number 1, C, carries 0.714; number 2, N, carries 0.547; number 3, N, carries 0.060; number 4, N, carries -0.661; number 5, N, carries -0.661; number 6, H, carries 0.501

# 3
DFT (the ωB97M-V functional and the def2-TZVPD basis) results for C18H22N4O2PtS2 as an isolated structure.

The charge is 0. Its relative energy (zero: lowest compared OMol25 entry of this formula, charge and spin) is 0.0 kJ/mol. As for the frontier orbital gap: 0.2585 Ha.

Geometry (Å):
Pt 0.218 0.965 -1.654
N 3.839 -0.266 0.201
C 2.657 0.228 -0.230
S 2.277 0.049 -1.928
N 1.907 0.798 0.700
N 0.739 1.279 0.196
C -0.094 1.921 0.952
C 0.128 2.140 2.401
C 0.193 1.054 3.268
C 0.396 1.256 4.623
C 0.545 2.544 5.123
C 0.491 3.630 4.262
C 0.282 3.428 2.905
C -1.267 2.470 0.235
C -2.232 3.267 0.826
C -3.241 3.804 0.039
C -3.261 3.539 -1.319
C -2.286 2.707 -1.844
N -1.337 2.173 -1.083
H 4.526 -0.521 -0.485
H 4.153 0.008 1.117
H 0.090 0.052 2.870
H 0.443 0.406 5.292
H 0.707 2.700 6.182
H 0.618 4.634 4.644
H 0.253 4.275 2.229
H -2.185 3.467 1.886
H -4.001 4.430 0.489
H -4.019 3.953 -1.967
H -2.241 2.439 -2.892
C -1.423 -0.190 -3.769
O -0.337 0.659 -3.554
H -2.391 0.241 -3.452
H -1.340 -1.153 -3.250
H -1.506 -0.396 -4.843
O -0.322 -2.007 -0.874
S 0.321 -2.869 -1.918
C 1.757 -3.657 -1.110
C 1.586 -5.167 -1.201
C 0.093 -5.419 -1.000
C -0.601 -4.449 -1.948
H 1.680 -3.299 -0.081
H 2.672 -3.267 -1.555
H 2.204 -5.682 -0.464
H 1.890 -5.526 -2.188
H -0.186 -5.196 0.032
H -0.185 -6.453 -1.205
H -1.624 -4.191 -1.677
H -0.585 -4.809 -2.979

Atoms 1-3, force components in eV/Å:
-0.1 0.3 -1.1
0.1 0.0 0.0
-0.3 0.2 0.1

natural (NBO) atomic charge list, values in e, 6 entries: number 1, Pt, carries 0.790; number 2, N, carries -0.786; number 3, C, carries 0.299; number 4, S, carries -0.166; number 5, N, carries -0.444; number 6, N, carries -0.174

# 4
DFT (the ωB97M-V functional and the def2-TZVPD basis) results for a single C3H4O2S molecule.

The charge is 0. Its relative energy (zero: lowest compared OMol25 entry of this formula, charge and spin) is 205.3 kJ/mol. As for the frontier orbital gap: 0.3405 Ha. The structure (SMILES) is OC(=S)[C@@H]1CO1.

Geometry (Å):
C -0.488 0.325 0.103
C 0.911 0.046 0.570
C 1.979 0.183 -0.397
H 0.005 2.195 0.194
H 1.123 0.261 1.571
H 1.729 0.449 -1.409
H 2.965 0.447 -0.072
O -0.732 1.618 -0.077
O 1.543 -1.057 0.005
S -1.670 -0.698 -0.085

Atoms 1-3, force components in eV/Å:
0.7 0.7 0.8
-1.0 0.1 -1.3
0.8 1.0 -0.9

natural (NBO) atomic charge list, values in e, 6 entries: number 1, C, carries 0.155; number 2, C, carries -0.050; number 3, C, carries -0.099; number 4, H, carries 0.481; number 5, H, carries 0.205; number 6, H, carries 0.184

# 5
DFT (the ωB97M-V functional and the def2-TZVPD basis) results for an isolated ion of composition C4H8NO2 and charge +1.

The charge is +1. Its relative energy (zero: lowest compared OMol25 entry of this formula, charge and spin) is 257.9 kJ/mol. As for the frontier orbital gap: 0.4057 Ha. The structure (SMILES) is OC[N@@H+]1C=COC1.

Geometry (Å):
C -1.183 -1.040 0.222
C -2.338 -0.422 -0.137
C -0.739 1.242 0.074
C 1.233 -0.322 -0.298
N -0.046 -0.075 0.452
O -2.172 0.974 -0.062
O 2.076 0.724 0.101
H -1.055 -2.058 0.229
H -3.419 -0.716 -0.301
H -0.654 2.032 0.804
H -0.225 1.792 -0.760
H 1.645 -1.239 0.035
H 1.124 -0.406 -1.392
H 0.248 -0.110 1.485
H 3.008 0.492 -0.066

Atoms 1-3, force components in eV/Å:
-1.7 1.9 -1.2
1.3 1.9 1.3
-0.6 1.3 -0.1

natural (NBO) atomic charge list, values in e, 6 entries: number 1, C, carries -0.187; number 2, C, carries 0.193; number 3, C, carries 0.064; number 4, C, carries 0.106; number 5, N, carries -0.397; number 6, O, carries -0.453

# 6
DFT (the ωB97M-V functional and the def2-TZVPD basis) results for a 2-piece molecular cluster, C43H50N5O3 overall.

The charge is +1. Its relative energy (zero: lowest compared OMol25 entry of this formula, charge and spin) is 252.2 kJ/mol. As for the frontier orbital gap: 0.0997 Ha.

Geometry (Å):
C 5.453 -1.515 2.499
C 4.429 -1.347 1.409
C 3.809 -2.474 0.860
C 2.929 -2.365 -0.219
C 2.273 -3.600 -0.750
C 2.692 -1.096 -0.788
N 2.056 -1.042 -2.069
C 1.068 -0.230 -2.477
N 0.798 -0.412 -3.780
C -0.134 0.289 -4.595
C -0.051 1.724 -4.674
C 0.886 2.424 -3.920
C -1.000 2.381 -5.537
C -1.927 1.663 -6.288
C -2.901 2.378 -7.192
C -1.952 0.266 -6.181
C -1.078 -0.426 -5.342
C -1.187 -1.922 -5.258
C 1.743 -1.377 -4.376
C 2.575 -1.833 -3.213
C 3.239 0.062 -0.207
C 2.979 1.419 -0.777
C 4.083 -0.082 0.909
H 5.777 -0.545 2.886
H 5.057 -2.119 3.327
H 6.344 -2.037 2.125
H 4.049 -3.462 1.266
H 1.300 -3.380 -1.201
H 2.906 -4.113 -1.487
H 2.090 -4.320 0.055
H 0.826 3.511 -3.863
H 0.734 0.679 -1.957
H 1.776 1.919 -3.540
H -0.976 3.473 -5.618
H -3.089 1.797 -8.102
H -3.869 2.547 -6.699
H -2.498 3.351 -7.481
H -2.669 -0.302 -6.783
H -2.210 -2.235 -5.504
H -0.525 -2.415 -5.985
H -0.971 -2.313 -4.255
H 1.205 -2.191 -4.864
H 2.340 -0.872 -5.145
H 3.647 -1.627 -3.336
H 2.478 -2.905 -3.037
H 3.548 2.154 -0.202
H 3.273 1.508 -1.833
H 1.928 1.720 -0.686
H 4.515 0.814 1.358
C -3.639 -0.651 4.983
N -2.369 -0.416 4.343
C -1.359 0.205 5.022
O -1.337 0.390 6.235
C -0.289 0.573 3.992
C 1.154 0.253 4.414
C 1.581 0.903 5.716
C 2.465 0.227 6.561
C 2.804 0.763 7.807
C 2.310 2.015 8.193
C 1.469 2.718 7.324
C 1.123 2.174 6.082
N -0.730 -0.181 2.818
C -0.022 -0.157 1.663
C -0.532 -0.428 0.391
C -0.504 0.506 -0.656
C -1.719 0.684 -1.474
C -2.654 -0.345 -1.613
C -3.908 -0.076 -2.211
N -4.974 -1.004 -2.021
O -6.067 -0.779 -2.595
O -4.799 -2.000 -1.276
C -4.164 1.154 -2.843
C -3.216 2.163 -2.724
C -2.018 1.944 -2.035
C -2.181 -0.472 2.899
C -2.531 -1.865 2.355
C -3.038 0.605 2.212
H -3.470 -0.723 6.055
H -4.354 0.159 4.788
H -4.070 -1.582 4.610
H -0.382 1.660 3.784
H 1.268 -0.847 4.484
H 1.838 0.592 3.613
H 2.853 -0.742 6.235
H 3.456 0.197 8.473
H 2.580 2.439 9.160
H 1.066 3.692 7.605
H 0.474 2.725 5.401
H 1.031 0.142 1.767
H -0.986 -1.403 0.213
H -0.001 1.452 -0.396
H -2.492 -1.346 -1.217
H -5.106 1.268 -3.362
H -3.415 3.146 -3.161
H -1.299 2.763 -1.923
H -1.796 -2.594 2.717
H -3.530 -2.144 2.711
H -2.539 -1.869 1.263
H -2.730 1.602 2.550
H -2.927 0.550 1.124
H -4.092 0.439 2.473

Atoms 1-3, force components in eV/Å:
0.1 0.0 0.2
-0.2 0.1 -0.2
0.0 0.4 -0.1

Löwdin atomic charge list, values in e, 6 entries: number 1, C, carries -0.043; number 2, C, carries -0.256; number 3, C, carries 0.003; number 4, C, carries -0.196; number 5, C, carries -0.047; number 6, C, carries -0.141

- charge of number 3 (C18H22N4O2PtS2)?
  0

- What is the formula in the fifth record?
  C4H8NO2

- What is the charge in the fourth record?
  0